Record 1
The following is a DFT calculation (the ωB97M-V functional and the def2-TZVPD basis) of C25H33ClCoN4O2 as an isolated structure.

Computed properties:
Energy relative to the best compared isomer or geometry (same formula, charge and spin) in eV: 0.030
Spin multiplicity: 4
HOMO-LUMO gap (spin up / spin down) in eV: 6.6 / 6.5
HOMO level (spin up / spin down) in eV: -7.36 / -7.31

Positions of all 66 atoms, in Å:
1 Co 0.15867 0.22980 -0.29035
2 C 5.08374 -1.59005 -1.97789
3 C 4.54143 -0.75527 -0.81398
4 C 4.84218 -1.42550 0.53402
5 C 5.11315 0.67117 -0.83544
6 C 3.08235 -0.64893 -0.95039
7 N 1.94412 -0.56484 -1.05870
8 H 6.16583 -1.66632 -1.87591
9 H 4.85842 -1.12486 -2.93724
10 H 4.66355 -2.59554 -1.97002
11 H 5.92237 -1.50299 0.65254
12 H 4.41456 -2.42711 0.57857
13 H 4.43735 -0.83542 1.35602
14 H 6.19331 0.61918 -0.69712
15 H 4.67494 1.26169 -0.03277
16 H 4.91199 1.15686 -1.79098
17 Cl 2.87314 -0.82586 3.77868
18 C 2.08865 0.75235 3.44518
19 C 1.74345 0.82790 1.96169
20 O 2.54855 1.34869 1.18190
21 O 0.62593 0.31259 1.64952
22 H 2.79703 1.52849 3.71748
23 H 1.18898 0.79722 4.05164
24 C -5.52384 -0.36276 2.35681
25 C -4.17744 -0.92877 1.98809
26 C -3.58670 -1.92060 2.76000
27 C -2.34902 -2.45569 2.41628
28 C -1.71491 -3.52165 3.27146
29 C -1.71456 -1.99329 1.27316
30 C -2.27168 -0.99197 0.47612
31 C -3.50616 -0.46640 0.86146
32 N -1.55805 -0.47241 -0.63023
33 C -1.95590 -0.91028 -1.97458
34 C -1.20223 -0.03512 -2.97527
35 C -3.45557 -0.77142 -2.24831
36 C -1.55258 -2.37746 -2.18579
37 H -5.76545 -0.56445 3.39954
38 H -6.31124 -0.80418 1.74220
39 H -5.55531 0.71625 2.20173
40 H -4.09202 -2.27379 3.65273
41 H -2.28613 -4.45101 3.22863
42 H -1.67486 -3.21118 4.31620
43 H -0.69905 -3.73425 2.94184
44 H -0.74504 -2.39143 0.99205
45 H -3.93661 0.33507 0.27153
46 H -1.48732 1.01213 -2.85729
47 H -1.41781 -0.33853 -4.00050
48 H -0.12040 -0.12502 -2.83257
49 H -3.76745 0.27314 -2.17777
50 H -4.04340 -1.35467 -1.54108
51 H -3.68252 -1.12971 -3.25425
52 H -0.47617 -2.48885 -2.03626
53 H -1.80720 -2.72698 -3.18842
54 H -2.06524 -3.01255 -1.46085
55 N -0.33188 7.53017 -1.57966
56 C -0.22950 6.40161 -1.39723
57 C -0.10443 4.98394 -1.17088
58 C -1.22575 4.21790 -0.87448
59 C -1.05842 2.86084 -0.67545
60 N 0.13656 2.26708 -0.75015
61 C 1.21392 3.00641 -1.01990
62 C 1.13858 4.36728 -1.24553
63 H -2.20422 4.66950 -0.80253
64 H -1.89378 2.20588 -0.45903
65 H 2.15966 2.48417 -1.02227
66 H 2.02742 4.93982 -1.46605



Record 2
The following is a DFT calculation (the ωB97M-V functional and the def2-TZVPD basis) of C25H33HgN7O2PSSe2 as an isolated structure.

Computed properties:
Energy relative to the best compared isomer or geometry (same formula, charge and spin) in eV: 0.000
Spin multiplicity: 2
HOMO-LUMO gap (spin up / spin down) in eV: 4.4 / 5.3
HOMO level (spin up / spin down) in eV: -0.18 / -1.10
Charge: -2

Positions of all 72 atoms, in Å:
1 Hg -0.39600 0.09748 -0.38223
2 S -3.19098 2.42451 2.63746
3 C -1.54992 2.81691 2.91908
4 C -0.72982 2.17147 2.04978
5 C -1.40061 1.32420 1.11177
6 C -2.75476 1.38382 1.29657
7 C -3.81851 0.75947 0.49734
8 C -5.14916 0.69180 0.92921
9 C -6.09688 0.11254 0.10807
10 C -5.70980 -0.39790 -1.12224
11 C -4.37106 -0.29691 -1.46804
12 N -3.45794 0.27191 -0.69322
13 H -1.29149 3.48820 3.72688
14 H 0.34520 2.29085 2.07194
15 H -5.41723 1.06901 1.90775
16 H -7.13024 0.04777 0.42870
17 H -6.42046 -0.86834 -1.78922
18 H -3.99771 -0.69731 -2.40740
19 N 2.84550 -1.78852 -1.70344
20 C 2.80678 -0.61476 -2.40777
21 N 3.84322 -0.39952 -3.24085
22 C 3.73067 0.74307 -3.92940
23 N 4.77175 1.01200 -4.80935
24 N 2.74758 1.60839 -3.88739
25 C 1.73135 1.30395 -3.01600
26 N 1.78220 0.20019 -2.20717
27 C 0.59112 2.14933 -3.00346
28 C 0.48673 3.21259 -3.94983
29 C -0.63440 3.99030 -3.99070
30 C -1.67889 3.74601 -3.07507
31 C -1.49923 2.72135 -2.16150
32 N -0.42882 1.94094 -2.09741
33 H 3.45804 -2.47599 -2.10948
34 H 1.92786 -2.13992 -1.43404
35 H 5.63793 0.56746 -4.55465
36 H 4.83925 1.98665 -5.04985
37 H 1.31149 3.35796 -4.63300
38 H -0.72577 4.78904 -4.71927
39 H -2.58565 4.33652 -3.07050
40 H -2.26561 2.51497 -1.41712
41 O -3.98111 -3.67222 2.03957
42 C -3.08352 -4.65043 1.56443
43 C -1.83789 -4.11616 0.82525
44 C -1.35372 -5.31954 -0.01116
45 O -0.02004 -5.25879 -0.49147
46 C -0.74822 -3.70073 1.81852
47 Se -1.30604 -2.44412 3.24940
48 C -2.26842 -2.94327 -0.05915
49 Se -0.95883 -2.26476 -1.38781
50 H -3.43160 -3.07242 2.59983
51 H -3.65556 -5.28899 0.87735
52 H -2.72581 -5.28546 2.38883
53 H -2.06098 -5.45883 -0.84522
54 H -1.40118 -6.21794 0.61453
55 H 0.07517 -4.39309 -0.92685
56 H 0.06194 -3.22265 1.27091
57 H -0.34815 -4.59121 2.30825
58 H -2.51859 -2.09553 0.57094
59 H -3.15462 -3.21654 -0.63389
60 C 3.75719 0.14589 1.48218
61 P 2.03322 -0.47696 1.73338
62 C 1.72874 0.23727 3.40652
63 C 2.39548 -2.18931 2.28807
64 H 4.40559 -0.18431 2.29971
65 H 3.74455 1.23809 1.44947
66 H 4.14534 -0.22424 0.53295
67 H 2.50064 -0.09409 4.10850
68 H 0.75106 -0.11403 3.74421
69 H 1.72463 1.32734 3.36792
70 H 3.20866 -2.18060 3.02197
71 H 2.66811 -2.82571 1.44621
72 H 1.48947 -2.58000 2.76319



Record 3
The following is a DFT calculation (the ωB97M-V functional and the def2-TZVPD basis) of C25H33KNO9PS3Te as an isolated structure.

Computed properties:
Energy relative to the best compared isomer or geometry (same formula, charge and spin) in eV: 1.138
HOMO-LUMO gap in eV: 5.8
HOMO level in eV: -1.92
Charge: -2

Positions of all 74 atoms, in Å:
1 K 0.14422 0.71682 0.60754
2 C -2.17436 -2.70938 -3.27596
3 C -2.69012 -1.43740 -3.95908
4 S -2.76862 -0.00081 -2.87359
5 C -1.93971 1.25727 -3.85401
6 C -0.49149 0.99462 -4.26390
7 S 0.61277 0.54641 -2.90474
8 C 1.40587 -0.94393 -3.51315
9 C 0.48708 -2.11355 -3.86590
10 S -0.56441 -2.59965 -2.47746
11 H -2.85554 -2.98300 -2.46625
12 H -2.21373 -3.53512 -3.99666
13 H -2.05702 -1.20683 -4.81923
14 H -3.67255 -1.67600 -4.38451
15 H -2.51078 1.49830 -4.75698
16 H -1.99323 2.11916 -3.18495
17 H -0.42353 0.21894 -5.03171
18 H -0.13861 1.91626 -4.73814
19 H 2.05370 -0.73132 -4.37278
20 H 2.07588 -1.22787 -2.69912
21 H -0.13952 -1.85847 -4.72018
22 H 1.10470 -2.95548 -4.19489
23 O -1.65672 6.97645 2.51687
24 C -1.37965 5.68083 2.12540
25 C -0.83099 4.76377 3.00264
26 C -0.55007 3.48948 2.52318
27 N -0.84120 3.12059 1.28066
28 C -1.41632 3.99658 0.45638
29 C -1.67435 5.31073 0.82516
30 C -1.84258 3.48360 -0.93880
31 O -1.99011 4.35878 -1.81848
32 O -2.04203 2.25344 -1.02616
33 C 0.09630 2.44159 3.45954
34 O -0.02701 2.67277 4.67943
35 O 0.64910 1.48023 2.88668
36 H -1.38698 7.05883 3.43719
37 H -0.61594 4.98544 4.04101
38 H -2.09459 5.99065 0.09877
39 C -4.17912 -1.27061 1.36954
40 C -2.72258 -1.25846 1.76855
41 O -1.86651 -1.45506 0.93288
42 C -2.35255 -0.94934 3.18534
43 C -3.33125 -0.67015 4.14051
44 C -2.96087 -0.27835 5.41683
45 C -1.61421 -0.13456 5.72626
46 C -0.63831 -0.41381 4.78326
47 C -1.00575 -0.84461 3.51785
48 H -4.23729 -1.50353 0.30987
49 H -4.61812 -0.28709 1.54536
50 H -4.74968 -1.99299 1.95712
51 H -4.37947 -0.73499 3.87941
52 H -3.71885 -0.04096 6.15376
53 H -1.31824 0.24937 6.69403
54 H 0.40295 -0.21984 4.98846
55 H -0.24629 -1.05197 2.77334
56 C 4.05321 -4.41557 1.52166
57 C 3.15074 -3.40341 0.85444
58 O 3.69995 -2.10671 1.10539
59 P 3.14937 -0.88029 0.19789
60 O 1.68679 -1.04774 -0.03516
61 Te 3.97221 1.12726 1.12821
62 O 3.83817 -1.17478 -1.24372
63 C 5.22240 -1.01249 -1.50382
64 C 5.38988 -0.67234 -2.96666
65 H 3.67516 -5.43172 1.39272
66 H 4.12564 -4.20846 2.58980
67 H 5.05973 -4.36152 1.10518
68 H 2.13336 -3.42975 1.24969
69 H 3.07872 -3.57612 -0.22416
70 H 5.73679 -1.94464 -1.24049
71 H 5.61571 -0.21344 -0.86555
72 H 4.98343 -1.45559 -3.60909
73 H 6.44794 -0.54641 -3.21058
74 H 4.86909 0.25796 -3.19193